# 1
{"formula": "C19H16FN3O3", "method": "wB97M-V/def2-TZVPD", "orbital_gap_ha": 0.32766, "lumo_ev": 0.3, "e_above_lowest_kj_mol": 74.3, "smiles": "O=C(COc1ccccc1F)NNC(=O)c1cccc(-n2cccc2)c1", "symbols": ["O", "C", "C", "O", "C", "C", "C", "C", "C", "C", "F", "N", "N", "C", "O", "C", "C", "C", "C", "C", "N", "C", "C", "C", "C", "C", "H", "H", "H", "H", "H", "H", "H", "H", "H", "H", "H", "H", "H", "H", "H", "H"], "xyz": [[2.742149, 2.999190, -0.968567], [3.009727, 2.057794, -0.250799], [4.417222, 1.481303, -0.128913], [4.530260, 0.330299, 0.674702], [4.030834, -0.872628, 0.259900], [4.272059, -1.940633, 1.127248], [3.814166, -3.211246, 0.850001], [3.096504, -3.457240, -0.309449], [2.844774, -2.418322, -1.183025], [3.307093, -1.145661, -0.898932], [3.013392, -0.168061, -1.797239], [2.092226, 1.477871, 0.548871], [0.746850, 1.811401, 0.419716], [-0.173346, 0.853665, 0.717230], [0.172904, -0.205311, 1.213603], [-1.584753, 1.220888, 0.446631], [-2.021217, 2.539520, 0.345627], [-3.358439, 2.794211, 0.098959], [-4.262273, 1.757963, -0.047054], [-3.836687, 0.433777, 0.058007], [-4.742157, -0.616355, -0.079319], [-5.881031, -0.601654, -0.838090], [-6.501804, -1.809604, -0.719481], [-5.721235, -2.594409, 0.158896], [-4.646871, -1.839844, 0.526194], [-2.492113, 0.177822, 0.308004], [5.047887, 2.230959, 0.359384], [4.805242, 1.322713, -1.141891], [4.828921, -1.729951, 2.026233], [4.016488, -4.012138, 1.543663], [2.732500, -4.447540, -0.530971], [2.285629, -2.566605, -2.093270], [2.222738, 0.612527, 1.063619], [0.603028, 2.570886, -0.235233], [-1.336810, 3.361458, 0.485463], [-3.704925, 3.814259, 0.028661], [-5.304818, 1.975217, -0.219541], [-6.144129, 0.247057, -1.437105], [-7.411626, -2.106886, -1.202200], [-5.933270, -3.595891, 0.476887], [-3.846619, -2.068390, 1.200830], [-2.124105, -0.833335, 0.386352]], "forces_ev_per_angstrom": [[0.02, 0.18, -0.27], [-0.01, -0.21, 0.35], [0.15, 0.44, -0.35], [-0.17, -0.14, 0.09], [0.03, -0.33, -0.04], [-0.05, 0.19, -0.15], [0.02, 0.00, 0.04], [-0.02, 0.02, -0.06], [0.07, 0.10, 0.08], [-0.02, 0.05, -0.10], [0.10, -0.09, 0.16], [-0.43, -0.50, 0.48], [0.45, 0.42, -0.32], [0.47, 0.09, 0.09], [-0.07, -0.09, -0.03], [-0.50, 0.06, -0.02], [0.10, -0.16, 0.00], [0.01, 0.01, -0.07], [-0.01, -0.18, 0.02], [0.61, 0.68, 0.09], [-0.23, -0.27, -0.04], [-0.34, 0.08, -0.30], [-0.08, 0.11, -0.02], [0.11, -0.07, 0.03], [0.08, -0.36, 0.25], [-0.04, 0.01, -0.02], [-0.15, -0.07, -0.10], [-0.12, 0.03, 0.17], [0.07, 0.03, 0.11], [0.02, -0.07, 0.07], [-0.04, -0.09, -0.03], [-0.06, 0.02, -0.10], [0.05, 0.19, -0.15], [-0.04, -0.16, 0.07], [0.07, 0.09, 0.03], [-0.03, 0.07, 0.01], [-0.10, 0.00, 0.01], [0.01, 0.16, -0.08], [-0.15, 0.01, -0.12], [0.02, -0.17, 0.10], [0.16, 0.02, 0.11], [0.02, -0.09, -0.01]]}



# 2
{"formula": "C19H16N3OPd", "method": "wB97M-V/def2-TZVPD", "charge": 3, "orbital_gap_ha": [0.20941, 0.20654], "lumo_ev": [-13.1, -13.1], "e_above_lowest_kj_mol": 0.0, "symbols": ["Pd", "C", "C", "N", "C", "C", "C", "C", "C", "C", "C", "N", "C", "C", "C", "C", "C", "C", "C", "C", "N", "C", "H", "H", "H", "H", "H", "H", "H", "H", "H", "H", "H", "H", "C", "O", "H", "H", "H", "H"], "xyz": [[-0.377723, -0.369608, -1.008121], [-2.749672, 3.252010, -1.417082], [-2.101085, 2.053786, -1.732967], [-1.389133, 1.374090, -0.841164], [-1.225203, 1.872529, 0.404557], [-1.880498, 3.039385, 0.814467], [-2.665934, 3.734099, -0.135322], [-1.731977, 3.456660, 2.160283], [-0.965617, 2.736090, 3.068630], [-0.253460, 1.629774, 2.655604], [-0.298303, 1.216347, 1.294778], [0.426484, 0.240998, 0.721875], [1.471276, -0.514544, 1.121574], [2.301709, -0.272832, 2.244759], [3.337834, -1.136637, 2.545843], [3.605442, -2.222133, 1.728495], [2.853502, -2.468751, 0.552452], [3.170877, -3.493211, -0.370533], [2.451215, -3.604803, -1.531488], [1.385156, -2.726333, -1.754217], [1.051661, -1.787321, -0.876492], [1.780365, -1.620009, 0.255222], [-3.318240, 3.762133, -2.181990], [-2.181333, 1.630379, -2.725719], [-3.179791, 4.644775, 0.149524], [-2.257754, 4.345569, 2.492576], [-0.930070, 3.041725, 4.105598], [0.301387, 1.056908, 3.383762], [2.181120, 0.623718, 2.833553], [3.969172, -0.936558, 3.400963], [4.437993, -2.877336, 1.960781], [3.993953, -4.167334, -0.163884], [2.680415, -4.355696, -2.274612], [0.778620, -2.794847, -2.648725], [-2.584496, -1.191394, -3.347653], [-1.736138, -1.502900, -2.202198], [-3.587785, -0.943873, -3.008258], [-2.610772, -2.045935, -4.019182], [-2.130679, -0.351363, -3.863665], [-2.022516, -2.327555, -1.792043]], "forces_ev_per_angstrom": [[-0.08, -0.20, 0.30], [0.05, -0.09, -0.06], [-0.23, 0.06, 0.09], [-0.02, -0.14, -0.01], [-0.07, 0.39, -0.02], [-0.05, -0.03, -0.13], [0.03, 0.04, 0.09], [-0.14, 0.18, -0.08], [0.19, -0.23, 0.11], [-0.03, 0.06, -0.07], [0.13, -0.06, 0.45], [-0.09, -0.20, -0.78], [-0.08, 0.30, 0.39], [0.13, -0.10, -0.01], [-0.17, 0.37, 0.17], [0.11, -0.26, -0.15], [-0.09, -0.02, -0.16], [0.11, 0.01, 0.13], [-0.14, 0.06, -0.11], [0.04, -0.20, 0.14], [-0.31, 0.09, 0.10], [0.35, -0.24, -0.22], [0.00, 0.02, 0.01], [0.01, -0.01, 0.03], [-0.01, -0.01, 0.01], [0.00, 0.00, -0.01], [0.00, 0.01, 0.00], [0.00, 0.01, 0.00], [0.00, 0.00, 0.01], [0.00, -0.01, 0.01], [0.00, 0.00, 0.01], [-0.01, 0.00, 0.01], [0.02, -0.01, 0.01], [0.01, 0.02, 0.01], [-0.09, 0.04, -0.10], [0.42, 0.17, -0.23], [0.01, 0.01, 0.02], [0.02, -0.01, 0.03], [0.04, -0.02, -0.02], [-0.06, 0.01, 0.03]]}